Density functional theory data (ωB97M-V with the def2-TZVPD basis set) for a single C4H11BS molecule at a distorted geometry.

Structure (ORCA input):
```
! wB97M-V def2-TZVPD RIJCOSX def2/J DEFGRID3
* xyz 0 1
S 0.348 0.246 2.134
C -0.052 -1.981 -1.290
C -0.405 -0.529 -1.531
C -0.355 1.084 0.563
C -1.239 0.113 -0.324
B 1.714 1.338 2.506
H 0.681 -2.096 -1.982
H 1.831 2.201 1.573
H 0.603 0.084 -1.490
H 0.365 -2.310 -0.346
H -1.053 1.918 1.006
H -0.789 -2.593 -1.597
H -1.563 -0.592 0.381
H -2.133 0.674 -0.706
H -0.869 -0.279 -2.450
H 0.481 1.495 0.063
H 2.433 1.226 3.489
*
```

HOMO = -9.77 eV
gap between HOMO and LUMO = 10.381 eV
SMILES string = BSCCCC

---

Density functional theory data (ωB97M-V with the def2-TZVPD basis set) for a molecular structure, C4H11BeO2 at a distorted geometry.

Structure (ORCA input):
```
! wB97M-V def2-TZVPD RIJCOSX def2/J DEFGRID3
* xyz 0 2
O 0.565 0.981 -1.531
O -0.813 -0.146 0.449
C 0.632 1.577 -0.266
C 1.475 -1.504 -1.223
C -0.576 1.255 0.593
C -1.732 -0.686 1.381
Be -0.555 -0.408 -1.147
H -1.346 -0.556 2.403
H 0.961 -2.380 -0.798
H 2.238 -1.357 -0.444
H -1.471 1.821 0.285
H -0.377 1.494 1.650
H -1.835 -1.754 1.160
H -2.711 -0.190 1.299
H 0.727 2.676 -0.328
H 1.556 -0.159 -1.505
H 1.740 -1.846 -2.235
H 1.523 1.181 0.258
*
```

HOMO (spin up / spin down) = -5.18 / -8.54 eV
gap between HOMO and LUMO (spin up / spin down) = 5.803 / 9.011 eV

---

Density functional theory data (ωB97M-V with the def2-TZVPD basis set) for a molecular structure, C4H11Br2F6O5P4 at a distorted geometry.

Structure (ORCA input):
```
! wB97M-V def2-TZVPD RIJCOSX def2/J DEFGRID3
* xyz -1 1
Br -3.974 0.886 -3.512
Br -6.115 -2.312 0.654
P 4.953 -1.318 -0.701
P -0.184 -0.119 -0.917
P -3.047 0.617 -0.731
P -4.611 -0.727 1.141
F 4.746 -1.714 0.895
F 6.071 -2.229 -1.494
F 4.008 -2.644 -0.996
F 5.090 -0.272 -1.967
F 6.246 -0.509 -0.070
F 3.503 -0.520 -0.526
O -1.865 -0.083 -1.442
O -2.807 1.421 0.480
O -5.647 0.497 1.286
O -4.124 -0.514 -0.454
O -3.755 1.548 -1.826
C -0.265 -0.914 0.714
C 0.434 2.183 0.773
C 1.167 -1.205 1.185
C 0.260 1.649 -0.650
H -0.506 2.253 -1.146
H 1.181 1.630 1.334
H 1.189 1.767 -1.211
H 0.786 3.216 0.723
H 1.712 -0.308 1.460
H 1.751 -1.721 0.426
H -0.781 -1.864 0.537
H -0.511 2.194 1.309
H -0.855 -0.390 1.471
H 1.120 -1.833 2.077
H -5.169 1.337 1.177
*
```

HOMO = -6.62 eV
gap between HOMO and LUMO = 7.326 eV

---

Density functional theory data (ωB97M-V with the def2-TZVPD basis set) for a molecular structure, C4H11BrNNa2O at a distorted geometry.

Structure (ORCA input):
```
! wB97M-V def2-TZVPD RIJCOSX def2/J DEFGRID3
* xyz 1 1
Br 1.743 -0.828 -4.028
Na 2.334 -2.552 -1.738
Na 2.293 -3.272 -5.470
O -1.539 0.811 1.431
N 1.231 -0.657 -0.517
C 0.564 0.004 0.663
C -2.924 0.534 1.394
C -0.823 0.498 0.260
C 1.484 1.079 1.187
H -3.133 -0.530 1.561
H 2.356 0.681 1.705
H -3.373 1.066 2.226
H 1.346 0.030 -1.261
H 0.486 -0.797 1.402
H 0.912 1.667 1.910
H -1.329 -0.311 -0.280
H 0.550 -1.331 -0.864
H -0.704 1.359 -0.409
H 1.862 1.742 0.406
H -3.336 0.809 0.423
*
```

HOMO = -11.95 eV
gap between HOMO and LUMO = 7.168 eV